[1]
{
  "formula": "CH4N2O2",
  "method": "ωB97M-V/def2-TZVPD",
  "symbols": ["C", "N", "N", "O", "O", "H", "H", "H", "H"],
  "positions_angstrom": [[0.57, 0.78, 0.20], [-1.17, -1.09, 0.04], [0.66, -0.64, 0.59], [-2.04, -0.05, 0.09], [1.49, -1.30, -0.29], [1.20, 0.95, -0.66], [-0.66, 0.96, -0.07], [0.69, 1.46, 1.08], [-0.74, -1.07, -0.98]],
  "lumo_ev": 8.09,
  "gap_ev": 4.8,
  "charge": -2,
  "e_tot_ev": -8167.63464
}

---

[2]
{
  "formula": "CH4N2O2",
  "method": "ωB97M-V/def2-TZVPD",
  "symbols": ["C", "N", "N", "O", "O", "H", "H", "H", "H"],
  "positions_angstrom": [[0.37, -0.20, -0.11], [-0.63, -1.07, -0.21], [0.14, 0.97, 0.80], [-1.02, 1.18, 1.03], [1.09, 1.54, 1.21], [1.45, -0.65, -0.08], [0.50, 0.66, -1.66], [-1.56, -0.67, -0.09], [-0.33, -1.75, -0.89]],
  "lumo_ev": -0.43,
  "gap_ev": 8.7,
  "e_tot_ev": -8171.33030
}

---

[3]
{
  "formula": "CH4N2O2",
  "method": "ωB97M-V/def2-TZVPD",
  "symbols": ["N", "C", "N", "O", "O", "H", "H", "H", "H"],
  "positions_angstrom": [[-1.55, 0.40, 0.24], [-1.04, -0.70, -0.06], [1.26, 0.93, 0.15], [0.97, -0.67, -0.45], [-1.27, -1.86, 0.10], [1.05, -0.67, -1.42], [-2.34, 0.95, -0.06], [0.70, 0.85, 1.01], [2.21, 0.77, 0.49]],
  "lumo_ev": -0.06,
  "gap_ev": 9.5,
  "e_tot_ev": -8172.84809
}

---

[4]
{
  "formula": "CH4N2O2",
  "method": "ωB97M-V/def2-TZVPD",
  "symbols": ["N", "C", "O", "H", "N", "O", "H", "H", "H"],
  "positions_angstrom": [[1.37, -0.84, 0.38], [1.59, -1.97, 0.19], [1.74, -3.02, -0.24], [1.81, -0.28, 1.19], [-1.80, 1.18, -0.23], [-0.37, 1.30, -0.28], [-2.33, 2.11, -0.09], [-2.08, 0.92, -1.18], [0.05, 0.60, 0.25]],
  "lumo_ev": 0.50,
  "smiles": "N=C=O.NO",
  "gap_ev": 10.0,
  "e_tot_ev": -8174.75981
}

---

[5]
{
  "formula": "CH4N2O2",
  "method": "ωB97M-V/def2-TZVPD",
  "symbols": ["H", "N", "N", "O", "O", "C", "H", "H", "H"],
  "positions_angstrom": [[-1.69, 1.62, -0.39], [-2.03, 0.78, 0.00], [-1.10, -0.03, 0.25], [-1.09, -1.18, 0.66], [0.23, 0.63, 0.07], [1.26, -0.33, -0.09], [1.14, -0.69, -1.13], [1.08, -1.07, 0.58], [2.20, 0.27, 0.05]],
  "lumo_ev": 0.68,
  "smiles": "[H]/N=[N+](/[O-])OC",
  "gap_ev": 11.4,
  "e_tot_ev": -8172.66604
}

---

[6]
{
  "formula": "CH4N2O2",
  "method": "ωB97M-V/def2-TZVPD",
  "symbols": ["C", "N", "O", "H", "H", "H", "N", "O", "H"],
  "positions_angstrom": [[0.64, 0.33, 0.09], [1.82, 0.48, -0.28], [2.56, -0.62, 0.00], [0.37, -0.65, 0.51], [0.01, 1.19, 0.08], [3.45, -0.43, -0.33], [-2.97, -0.44, -0.29], [-1.98, 0.13, 0.08], [-3.90, 0.01, 0.13]],
  "lumo_ev": -0.58,
  "smiles": "C=NO.N=O",
  "gap_ev": 9.1,
  "e_tot_ev": -8171.89816
}

---

[7]
{
  "formula": "CH4N2O2",
  "method": "ωB97M-V/def2-TZVPD",
  "symbols": ["C", "N", "N", "O", "O", "H", "H", "H", "H"],
  "positions_angstrom": [[-1.04, -0.30, 0.00], [1.04, 0.63, 0.33], [0.39, -0.29, -0.35], [2.34, 0.84, 0.07], [0.89, -1.14, -1.03], [-1.27, 0.12, 1.01], [-1.21, -1.47, -0.04], [-1.67, 0.27, -0.78], [0.52, 1.34, 0.78]],
  "lumo_ev": [0.14, 0.23],
  "gap_ev": [8.7, 9.1],
  "e_tot_ev": -8171.66133
}

---

[8]
{
  "formula": "CH4N2O2",
  "method": "ωB97M-V/def2-TZVPD",
  "symbols": ["C", "O", "N", "N", "O", "H", "H", "H", "H"],
  "positions_angstrom": [[1.27, -0.35, -0.07], [0.56, 0.74, 0.43], [-0.90, 0.72, 0.21], [-1.46, -0.42, 0.13], [-2.70, -0.39, -0.02], [0.54, -1.14, -0.32], [2.21, -0.71, 0.56], [1.79, -0.10, -1.02], [-1.31, 1.64, 0.12]],
  "lumo_ev": 0.83,
  "smiles": "CONN=O",
  "gap_ev": 10.5,
  "e_tot_ev": -8171.89388
}

---

Taking the records one at a time from the top gives relative energy (zero: lowest compared OMol25 entry of this formula, charge and spin) values of 1.983, 5.355, 3.837, 1.926, 4.019, 4.787, 5.024, 4.792 eV.